The following is a DFT calculation (ωB97M-V/def2-TZVPD) of 2 unconnected molecules or ions with the total composition C2H3ClN2O.

Structure (ORCA input):
```
! wB97M-V def2-TZVPD RIJCOSX def2/J DEFGRID3
* xyz 0 1
C 1.888 -1.534 0.082
C -1.736 0.616 0.009
N 2.293 -0.555 -0.304
N -0.515 0.316 -0.116
O 0.342 1.354 -0.115
Cl -2.908 -0.591 -0.117
H 1.605 -2.480 0.448
H -2.241 1.702 0.102
H 1.272 1.171 0.010
*
```

As for the SMILES: O/N=C/Cl.C#N. Its gap between HOMO and LUMO is 10.533 eV. The calculation puts the HOMO energy at -0.3530 hartree. The value obtained for the LUMO energy is 0.926 eV.

The following is a DFT calculation (ωB97M-V/def2-TZVPD) of a molecular structure, C2H3ClN3O.

Structure (ORCA input):
```
! wB97M-V def2-TZVPD RIJCOSX def2/J DEFGRID3
* xyz -1 1
C -0.423 -0.186 -0.070
C 0.199 -1.494 0.020
N 0.413 0.745 -0.125
N 1.451 -1.316 0.217
N 0.553 1.921 -0.304
O 1.970 -0.118 0.041
Cl -3.692 0.415 0.197
H -1.410 0.071 -0.368
H -0.183 -2.469 0.055
H 1.122 2.431 0.337
*
```

Its gap between HOMO and LUMO is 7.812 eV. The calculation puts the HOMO energy at -0.1548 hartree. The value obtained for the LUMO energy is 3.599 eV.

The following is a DFT calculation (ωB97M-V/def2-TZVPD) of 2 unconnected molecules or ions with the total composition C2H3ClN4S.

Structure (ORCA input):
```
! wB97M-V def2-TZVPD RIJCOSX def2/J DEFGRID3
* xyz 0 1
C -0.492 -0.537 -0.698
C 1.271 0.818 0.464
N -0.634 -1.787 -1.000
N 0.413 -2.378 -0.483
N 1.247 -1.597 0.132
N 0.690 -0.393 0.044
S -2.871 1.873 0.017
Cl -4.051 0.358 -0.472
H 1.063 1.716 -0.034
H 0.904 1.132 1.535
H 2.460 0.794 0.495
*
```

Its gap between HOMO and LUMO (alpha / beta) is 4.928 / 4.912 eV. The calculation puts the HOMO energy (alpha / beta) at -0.3414 / -0.3407 hartree. The value obtained for the LUMO energy (alpha / beta) is -4.361 / -4.360 eV.